Record 1
# C18H44AsF6NiO24S7

C18H44AsF6NiO24S7 as an isolated structure (ωB97M-V with the def2-TZVPD basis set, the Open Molecules 2025 dataset).

```
101
Properties=species:S:1:pos:R:3
Ni -1.17453 -2.56582 19.33803
As -0.36170 -6.18454 18.46832
F 0.29068 -7.70476 18.05940
F -1.21924 -6.73039 19.84298
F -0.78965 -4.54179 18.92000
F 0.51676 -5.53167 17.14465
F -1.73534 -6.54118 17.50960
F 1.04318 -5.97633 19.45719
O -2.08018 -2.71315 17.51326
S -3.11899 -2.43086 16.53860
O -3.80244 -1.19646 16.62559
O -2.47809 -2.60731 15.14273
C -1.06071 -3.06228 14.99572
C -0.76065 -3.02532 13.53102
C -4.29734 -3.73934 16.58491
H -1.01681 -4.06020 15.42563
H -0.45514 -2.40393 15.61150
H 0.17394 -3.58076 13.40938
H -0.56474 -2.00490 13.21187
H -1.54764 -3.48714 12.94522
H -3.86232 -4.60275 17.08031
H -4.51714 -3.97627 15.54754
H -5.17376 -3.34151 17.08768
O -1.16693 -3.71437 22.78608
S 0.12072 -3.54102 22.20109
O 0.18448 -3.13126 20.81431
O 0.91685 -2.48151 22.99883
C 0.74760 -2.49293 24.45241
C 1.93665 -1.79770 25.07944
C 0.99806 -5.06288 22.39351
H 0.55189 -3.48130 24.87360
H -0.18544 -1.97727 24.69182
H 2.03779 -2.16680 26.09596
H 1.81069 -0.71660 25.07311
H 2.82879 -1.97830 24.48050
H 0.36874 -5.83292 21.96013
H 1.05248 -5.17913 23.47600
H 2.00109 -4.97283 21.98736
O 0.43870 -1.88026 18.43661
S 1.74635 -1.24919 18.49880
O 1.99680 -0.19888 17.59597
O 1.80402 -0.76500 19.95966
C 2.81354 0.20554 20.29671
C 2.90928 0.29843 21.78444
C 3.03460 -2.43064 18.37758
H 2.61604 1.17707 19.83776
H 3.80281 -0.03933 19.88944
H 3.48911 1.14790 22.12853
H 3.32916 -0.63334 22.16666
H 1.90356 0.40392 22.20101
H 3.92318 -1.82109 18.52706
H 2.98142 -2.84966 17.37770
H 2.97246 -3.15892 19.18109
O -5.37157 -3.78969 19.69255
S -4.18413 -3.94334 20.45930
O -3.00296 -3.27547 19.99661
O -4.40346 -3.47590 21.90670
C -5.73174 -3.69723 22.47530
C -6.56570 -2.43358 22.39015
C -3.85831 -5.65740 20.63607
H -5.58963 -3.95124 23.52195
H -6.26852 -4.48713 21.95395
H -6.89804 -2.30886 21.35695
H -5.99885 -1.56603 22.71144
H -7.49265 -2.57452 22.94523
H -4.79110 -6.14322 20.91243
H -3.18646 -5.84055 21.47585
H -3.40746 -6.04097 19.72366
C 5.23812 -7.32284 18.13078
C 5.11190 -6.79327 19.56883
O 5.15403 -5.37406 19.39410
S 6.25157 -5.04755 18.30293
O 7.54592 -5.21228 18.81330
O 5.88039 -3.84781 17.65306
O 5.92723 -6.30719 17.39392
H 4.27424 -7.49465 17.66197
H 5.81363 -8.24521 18.10642
H 5.93192 -7.19612 20.16128
H 4.14333 -7.04649 19.98466
C 0.67241 -7.79832 14.73494
C -0.79783 -7.73411 14.44956
O -1.12523 -9.07369 14.06146
S 0.04545 -9.49247 13.03120
O -0.19133 -8.96190 11.75850
O 0.26838 -10.86555 13.18636
O 1.23234 -8.64384 13.71821
H 0.87306 -8.23002 15.71780
H 1.17122 -6.82969 14.73324
H -0.96164 -7.11018 13.56120
H -1.29631 -7.28491 15.30172
C 0.50716 -10.04774 20.18077
C -0.13620 -9.85361 21.54791
O 0.29178 -10.90826 22.39124
S 1.70388 -11.49173 21.87546
O 1.62647 -12.88030 21.82382
O 2.74003 -10.84476 22.59276
O 1.64444 -10.90257 20.40460
H 0.81098 -9.13291 19.68801
H -0.11964 -10.54876 19.43808
H -1.21048 -9.69700 21.56788
H 0.25043 -8.88996 21.92725
```

Its total energy is -262546.2429 eV. Its net charge is +1. Its expectation value of S² is 2.0026. The multiplicity is 3.

=====

Record 2
# C18H44BN2O7P

A 3-piece molecular cluster, C18H44BN2O7P overall (ωB97M-V with the def2-TZVPD basis set, the Open Molecules 2025 dataset).

```
73
Properties=species:S:1:pos:R:3
C 8.12910 3.09378 2.09410
C 8.79842 1.76552 1.77909
N 8.03472 0.91934 0.82807
C 6.64857 0.69096 1.25375
C 5.66218 1.65515 0.58393
B 4.18807 1.27918 0.87796
P 3.69362 0.95125 2.74310
N 4.52020 1.85901 3.75591
C 8.77352 -0.30457 0.69119
C 8.46010 -1.44894 1.63490
O 9.66754 -0.40722 -0.14644
H 7.62301 3.50806 1.23717
H 7.46146 3.01438 2.94192
H 8.90431 3.79870 2.37478
H 9.75431 1.96435 1.31188
H 8.97752 1.21324 2.70393
H 6.52646 0.70793 2.33539
H 6.36583 -0.30542 0.92517
H 5.77992 2.66331 0.97558
H 5.87721 1.64308 -0.47756
H 3.33059 1.24630 0.05143
H 3.79633 -0.44070 2.97442
H 2.29963 1.18664 2.78972
H 4.97784 1.28291 4.44749
H 8.07483 -1.10132 2.58441
H 9.33607 -2.06418 1.75917
H 7.68649 -2.05552 1.17478
C -2.81827 -0.35346 -2.48253
O -1.76943 -1.14920 -1.97989
C -1.98575 -2.52969 -2.20973
C -0.69227 -3.30318 -2.10444
O 0.13607 -3.20252 -3.25122
C 0.88321 -2.00775 -3.41043
C 2.09972 -1.91809 -2.51876
O 1.73632 -1.52081 -1.20631
C 2.73339 -1.82160 -0.26406
H -3.76970 -0.59604 -1.99376
H -2.57193 0.68634 -2.27762
H -2.92477 -0.48050 -3.56605
H -2.41721 -2.68661 -3.20562
H -2.69180 -2.90986 -1.45779
H -0.94923 -4.36210 -2.03657
H -0.15044 -3.03110 -1.19638
H 0.25215 -1.12468 -3.29443
H 1.23667 -2.03541 -4.44284
H 2.79402 -1.17418 -2.93358
H 2.60179 -2.89273 -2.49559
H 2.92318 -2.90042 -0.21822
H 2.37576 -1.48885 0.70987
H 3.67009 -1.29770 -0.50049
C -10.62192 -0.36715 -1.52604
O -9.65225 0.47293 -0.94520
C -10.09069 1.03422 0.27875
C -8.92077 1.52671 1.09820
O -8.21764 0.49883 1.77708
C -7.31907 -0.28698 1.01127
C -6.01194 0.40309 0.69651
O -6.16165 1.29998 -0.38980
C -5.11704 2.24361 -0.44701
H -11.53986 0.18498 -1.75975
H -10.20435 -0.76225 -2.44955
H -10.86639 -1.20507 -0.86243
H -10.64720 0.28947 0.86062
H -10.75755 1.88109 0.06367
H -9.32207 2.16198 1.89032
H -8.24830 2.13425 0.48949
H -7.79149 -0.65703 0.09935
H -7.09087 -1.14645 1.64476
H -5.26199 -0.35570 0.42981
H -5.66470 0.93965 1.58771
H -5.08976 2.85532 0.46237
H -5.30367 2.89188 -1.30059
H -4.14819 1.74763 -0.57839
```

As for the SMILES: CCN(CCB[PH2]=N)C(C)=O.COCCOCCOC.COCCOCCOC. Its total energy is -46651.6235 eV. Its net charge is 0. The multiplicity is 1.

=====

Record 3
# C18H44CeClNO2P2

C18H44CeClNO2P2 as an isolated structure (ωB97M-V with the def2-TZVPD basis set, the Open Molecules 2025 dataset).

```
69
Properties=species:S:1:pos:R:3
Ce -0.24636 0.00355 0.46893
P -0.33197 -2.79015 -0.32619
C 0.69565 -3.41526 -1.71798
C -0.00469 -3.84534 1.16723
C -2.08957 -2.94104 -0.87866
C 2.04415 -2.68219 -1.85747
H 0.07976 -3.16377 -2.60116
C 0.88054 -4.93651 -1.68853
H 1.61487 -5.23849 -0.93320
H 1.25909 -5.27069 -2.66412
H -0.04668 -5.48678 -1.49655
H 1.90561 -1.68895 -2.30277
H 2.70723 -3.26378 -2.51276
H 2.55236 -2.55351 -0.89006
H -2.05393 -2.36523 -1.82337
C -3.13418 -2.25768 0.03535
C -2.49675 -4.37374 -1.22514
H -1.99933 -4.74188 -2.12711
H -3.57839 -4.40615 -1.41327
H -2.30222 -5.08340 -0.41072
H -2.72667 -1.61262 0.83666
H -3.76387 -3.00883 0.53823
H -3.76342 -1.59588 -0.57806
C 1.43921 -3.62387 1.65114
H -0.13344 -4.89923 0.86528
C -0.99143 -3.51511 2.29948
H 2.19382 -3.98198 0.94273
H 1.60328 -4.14139 2.60658
H 1.64212 -2.56309 1.86438
H -1.04798 -2.43304 2.51402
H -0.65851 -3.97339 3.24204
H -2.00307 -3.87542 2.08758
Cl 1.36527 -0.03238 2.64297
H 1.41571 -0.28160 -0.46599
H -0.44900 -0.25802 -1.47693
P 0.44686 2.81180 -0.14178
C -0.75163 3.50049 -1.38521
C 0.48704 3.83023 1.42955
C 2.11348 2.85327 -0.95395
C -2.09569 2.75337 -1.42319
H -0.24331 3.30343 -2.34580
C -0.95299 5.00495 -1.23040
H -1.55672 5.22585 -0.34035
H -1.49502 5.38238 -2.10959
H -0.00718 5.55740 -1.16290
H -2.01998 1.77899 -1.92805
H -2.82084 3.36189 -1.97973
H -2.50883 2.56740 -0.42108
H 1.88709 2.31901 -1.89990
C 3.22641 2.04462 -0.23401
C 2.52417 4.29189 -1.29460
H 1.88313 4.71371 -2.08522
H 3.56150 4.27635 -1.66005
H 2.48815 4.95213 -0.41052
H 2.85669 1.38904 0.57693
H 3.98902 2.72263 0.18727
H 3.71432 1.40153 -0.98530
C -0.81597 3.71845 2.22330
H 0.66909 4.88097 1.13322
C 1.62142 3.35551 2.34884
H -1.68920 4.07101 1.65520
H -0.72918 4.34979 3.10295
H -1.01553 2.70711 2.60060
H 1.55570 2.27241 2.53233
H 1.54736 3.82403 3.33558
H 2.62866 3.53592 1.95982
O -2.88839 0.63297 3.23824
N -3.12380 0.25829 2.12989
O -2.06308 0.64806 1.16541
```

Its total energy is -68991.3930 eV. Its net charge is -1. Its expectation value of S² is 0.7731. The multiplicity is 2.

=====

Which of these has the lowest net charge? C18H44CeClNO2P2

=====

Which of these has the highest net charge? C18H44AsF6NiO24S7

=====

Which of these has the highest net charge? C18H44AsF6NiO24S7

=====

Which of these has the highest multiplicity? C18H44AsF6NiO24S7